[1]
The following is a quantum chemistry calculation of a gas-phase ion, C3H8N4 (charge +2) at a distorted geometry, from OMol25.

Last column: Löwdin charge in e.
Geometry (Å):
C  -0.395  -1.353  0.661  0.15
N  -1.002  -0.879  -0.346  0.06
C  -1.423  0.510  -0.519  -0.03
N  -0.387  1.370  0.163  0.10
C  0.911  1.148  0.224  -0.08
N  1.544  0.065  0.092  -0.01
N  2.406  -0.507  -0.440  0.28
H  -0.484  -0.918  1.641  0.14
H  0.138  -2.360  0.555  0.18
H  -0.941  -1.385  -1.308  0.24
H  -1.384  0.662  -1.546  0.13
H  -2.486  0.592  -0.164  0.19
H  -0.734  2.333  0.268  0.19
H  1.324  2.120  0.672  0.23
H  2.912  -1.398  0.047  0.22

Forces on atoms 1 to 6 (eV/Å):
C 0.233 -2.884 0.207
N 0.655 -0.953 -2.953
C 0.078 -0.190 2.425
N -3.160 -0.546 -1.283
C -1.230 4.594 1.030
N -0.660 -0.260 2.516

Output
LUMO = -10.275 eV
net charge = +2
SMILES string = C=[NH+]CNC=[N+]=N
frontier orbital gap = 8.73 eV
highest occupied orbital energy = -19.00 eV
DFT total energy = -337.3068 Eh



[2]
The following is a quantum chemistry calculation of a single C3H8N4O molecule at a distorted geometry, from OMol25.

Last column: Löwdin charge in e.
Geometry (Å):
C  -2.092  0.193  2.040  -0.04
N  -1.419  -0.645  1.381  0.00
N  -0.509  -0.065  0.557  0.01
C  0.242  -0.922  -0.178  -0.59
O  0.051  -2.100  -0.252  0.08
N  1.289  -0.295  -0.808  0.01
N  1.499  1.068  -0.802  -0.18
C  0.699  1.986  -1.601  -0.10
H  -2.818  -0.243  2.685  0.05
H  -1.868  1.303  1.895  0.10
H  -0.085  0.837  0.767  0.13
H  1.829  -0.875  -1.510  0.18
H  2.257  1.459  -0.177  0.15
H  0.818  3.049  -1.479  0.08
H  -0.344  1.664  -1.381  0.07
H  0.700  1.625  -2.641  0.07

Forces on atoms 1 to 6 (eV/Å):
C 0.645 1.161 -0.341
N -0.159 0.491 -0.048
N 0.089 0.217 0.156
C 0.760 0.209 -0.044
O -0.074 -1.139 -0.471
N 1.716 0.047 -1.923

Output
LUMO = 0.772 eV
net charge = 0
SMILES string = C=NNC(=O)NNC
frontier orbital gap = 9.91 eV
highest occupied orbital energy = -9.14 eV
DFT total energy = -413.2866 Eh



[3]
The following is a quantum chemistry calculation of a single C3H8N4O molecule at a distorted geometry, from OMol25.

Last column: Löwdin charge in e.
Geometry (Å):
C  1.479  0.533  1.235  -0.01
N  -0.824  -0.748  0.143  -0.11
C  -1.017  0.205  -0.693  -0.43
C  1.436  -0.283  -0.025  -0.49
N  -1.831  -1.398  0.848  0.02
N  0.738  0.432  -1.188  0.15
N  -1.982  0.995  -0.934  0.09
O  1.962  -1.338  -0.243  0.10
H  -2.745  -1.117  0.495  0.06
H  -1.654  -2.396  0.773  0.07
H  0.949  1.422  -1.273  0.13
H  0.933  -0.060  -2.057  0.13
H  -1.906  1.594  -1.744  0.02
H  2.357  1.182  1.216  0.09
H  1.534  -0.143  2.085  0.09
H  0.571  1.121  1.364  0.08

Forces on atoms 1 to 6 (eV/Å):
C -0.184 -0.069 0.046
N 1.596 -0.024 -0.967
C -1.054 -1.435 1.953
C -0.219 -0.217 -0.732
N -0.326 0.666 -0.256
N -0.412 -0.362 0.897

Output
LUMO = 0.475 eV
net charge = 0
frontier orbital gap = 7.84 eV
highest occupied orbital energy = -7.36 eV
DFT total energy = -413.2713 Eh



[4]
The following is a quantum chemistry calculation of a single C3H8N4O molecule at a distorted geometry, from OMol25.

Last column: Löwdin charge in e.
Geometry (Å):
H  2.022  1.908  -1.006  0.05
N  1.865  0.967  -0.655  0.17
C  0.663  0.720  -0.392  -0.46
N  -0.580  1.539  -0.688  -0.12
N  -0.838  2.673  0.139  0.02
N  0.003  -0.392  0.054  0.07
C  0.559  -1.652  0.212  -0.53
C  -0.482  -2.684  0.601  -0.02
O  1.745  -1.881  0.168  0.08
H  -0.581  1.857  -1.656  0.13
H  -1.146  2.322  1.043  0.08
H  0.024  3.195  0.290  0.08
H  -1.040  0.238  -0.207  0.21
H  -1.204  -2.811  -0.206  0.08
H  0.014  -3.629  0.809  0.08
H  -1.023  -2.369  1.495  0.08

Forces on atoms 1 to 6 (eV/Å):
H -0.158 -0.036 -0.075
N 0.171 0.179 0.412
C -0.742 0.229 -0.864
N 0.571 1.097 -0.076
N 0.189 0.035 0.103
N -1.160 0.873 -0.481

Output
LUMO = 0.572 eV
net charge = 0
SMILES string = [H]/N=C(\NN)NC(C)=O
frontier orbital gap = 10.01 eV
highest occupied orbital energy = -9.44 eV
DFT total energy = -413.2943 Eh



[5]
The following is a quantum chemistry calculation of 2 unconnected molecules or ions with the total composition C3H8N4O at a distorted geometry, from OMol25.

Last column: Löwdin charge in e.
Geometry (Å):
C  -1.810  -0.250  -1.437  -0.27
C  -0.419  -0.092  0.339  -0.32
C  2.912  0.607  0.144  -0.14
H  -1.099  0.368  -2.360  0.14
H  -2.806  -0.435  -1.671  0.02
H  -1.536  -1.392  -1.543  0.09
H  0.496  0.078  2.071  0.02
H  -2.476  0.116  1.863  0.27
H  0.992  -0.393  -1.649  0.22
H  3.545  1.199  1.051  0.15
H  3.189  0.223  -1.097  0.16
N  -1.748  0.076  -0.086  -0.06
N  -0.378  0.265  1.760  -0.02
N  0.831  -0.317  -0.420  0.02
N  1.819  0.471  0.534  -0.07
O  -1.513  -0.525  2.501  -0.20

Forces on atoms 1 to 6 (eV/Å):
C 2.328 -2.605 -3.349
C -4.756 2.229 -0.279
C 8.642 1.672 -3.322
H -2.240 -1.408 2.794
H -1.993 0.998 -1.280
H 0.403 1.815 -0.210

Output
LUMO = 0.289 eV
net charge = 0
frontier orbital gap = 8.77 eV
highest occupied orbital energy = -8.48 eV
DFT total energy = -412.9953 Eh



[6]
The following is a quantum chemistry calculation of 2 unconnected molecules or ions with the total composition C3H8N4O3 at a distorted geometry, from OMol25.

Last column: Löwdin charge in e.
Geometry (Å):
C  -1.328  0.277  -0.984  -0.48
C  2.198  0.551  0.253  0.08
C  0.155  -0.618  0.593  -0.41
N  -0.405  -0.558  -0.534  0.16
N  -1.640  0.132  -2.253  0.16
N  -1.866  1.246  -0.190  0.18
N  1.006  -1.659  1.056  -0.38
O  1.332  -1.513  2.268  -0.03
O  1.332  -2.519  0.248  0.06
O  -0.265  0.172  1.678  -0.01
H  2.463  -0.243  -0.405  -0.01
H  2.419  0.298  1.300  0.02
H  1.970  1.588  -0.229  0.06
H  -0.943  -0.410  -2.758  0.13
H  -2.411  0.567  -2.780  0.13
H  -1.657  1.078  0.787  0.08
H  -2.666  1.841  -0.481  0.13
H  0.306  -0.230  2.431  0.12

Forces on atoms 1 to 6 (eV/Å):
C 0.770 0.228 2.660
C -0.775 0.974 -0.228
C 1.101 2.813 4.319
N -1.600 -0.657 -3.556
N -0.629 0.082 -2.583
N -0.828 0.017 -0.803

Output
LUMO (alpha / beta) = -0.246 / 0.160 eV
net charge = 0
frontier orbital gap (alpha / beta) = 7.81 / 7.11 eV
highest occupied orbital energy (alpha / beta) = -8.06 / -6.95 eV
DFT total energy = -563.6599 Eh



Among the records above, which one has the highest DFT total energy?
C3H8N4